Run P
The following is a DFT calculation (wB97M-V/def2-TZVPD) of a molecular structure, C2H6N2OS.

Last column: natural (NBO) charge in e.
Cartesian coordinates (Å):
C 2.18405 0.04552 0.08663  -0.83
C -0.67606 -0.11225 -0.42952  0.24
H 2.84008 0.54403 -0.87182  0.23
H 1.90286 0.84464 0.98530  0.26
H 3.05363 -0.71664 0.24718  0.26
H -0.38355 2.06768 -0.48054  0.39
H -1.39522 -1.41287 0.91258  0.36
H -2.85362 0.25434 0.70902  0.43
N -1.04312 1.12578 -0.37965  -0.75
N -1.58606 -1.02529 -0.18628  -0.32
O -2.88384 -0.58939 -0.18489  -0.51
S 0.84084 -1.02555 -0.40801  0.25

Summary:
HOMO (eV): -9.24
LUMO (eV): 0.29
Frontier orbital gap (eV): 9.5

Run Q
The following is a DFT calculation (wB97M-V/def2-TZVPD) of a single C2H6N2OS molecule.

Last column: natural (NBO) charge in e.
Cartesian coordinates (Å):
C 1.60986 0.21450 0.06160  -0.80
C -0.79618 -0.80308 -0.00509  0.22
H 2.70438 0.16059 0.37521  0.24
H 1.74919 0.97324 -0.68030  0.23
H 1.20452 0.43639 1.07722  0.26
H -1.80630 -2.44775 -0.19704  0.32
H -1.97688 0.38350 0.57845  0.40
H 0.16892 1.84710 -0.21687  0.47
N -2.04915 -1.39715 -0.22976  -0.69
N -1.02999 0.54767 0.26536  -0.40
O -0.62342 1.49911 -0.68300  -0.53
S 0.84504 -1.41413 -0.34579  0.28

Summary:
HOMO (eV): -9.13
LUMO (eV): 0.47
SMILES string: [H]/N=C(/NO)SC
Frontier orbital gap (eV): 9.6

Which one sits at the bottom of the stability order? run P does.

Run P
The following is a DFT calculation (wB97M-V/def2-TZVPD) of a single C2H6N2OS molecule.

Last column: natural (NBO) charge in e.
Cartesian coordinates (Å):
C -0.59815 0.59518 -0.01795  0.63
C 0.86904 0.86491 0.27368  -0.64
H -2.73530 -0.30915 0.51470  0.36
H -2.59029 -1.31938 -0.77664  0.35
H -0.28411 -1.40100 0.37722  0.40
H 0.97859 1.13828 1.40000  0.26
H 1.18355 1.78171 -0.23687  0.25
H 1.82264 -0.72024 -1.29697  0.13
N -2.24906 -1.12567 0.17226  -0.64
N -0.92080 -0.74243 -0.04957  -0.47
O -1.38581 1.52049 -0.23868  -0.61
S 2.07969 -0.43862 -0.02908  -0.02

Summary:
HOMO (eV): -9.59
LUMO (eV): 0.75
SMILES string: NNC(=O)CS
Frontier orbital gap (eV): 10.3

Run Q
The following is a DFT calculation (wB97M-V/def2-TZVPD) of 2 unconnected molecules or ions with the total composition C2H6N2OS.

Last column: natural (NBO) charge in e.
Cartesian coordinates (Å):
C -0.70181 1.07099 0.03835  0.00
C -1.33198 -1.15283 -0.42762  -0.44
N 2.42002 1.04636 0.05263  -1.09
N -0.47289 -0.06940 -0.35308  -0.43
O 1.95201 -1.19584 0.88089  -0.93
S 1.92814 -0.33375 -0.27081  1.54
H 0.09473 1.83788 -0.03039  0.19
H 2.47207 1.50764 0.93206  0.39
H -1.75386 1.54537 0.45669  0.14
H -2.37037 -0.96157 -0.27946  0.19
H -1.05376 -1.55485 -1.39815  0.22
H -1.18231 -1.74001 0.39890  0.23

Summary:
HOMO (eV): -9.76
LUMO (eV): 0.56
Frontier orbital gap (eV): 10.3

Run R
The following is a DFT calculation (wB97M-V/def2-TZVPD) of a single C2H6N2OS molecule.

Last column: natural (NBO) charge in e.
Cartesian coordinates (Å):
C 2.10030 0.15750 0.13681  -0.75
C -0.58561 -0.21324 -0.24573  0.26
H 2.22804 0.86073 -0.64987  0.22
H 1.79475 0.67921 1.06962  0.23
H 3.05642 -0.34687 0.33977  0.24
H 0.05520 1.57469 -0.53043  0.36
H -1.59953 -1.72399 0.61094  0.37
H -2.64059 0.56980 0.04702  0.49
N -0.77281 1.03328 -0.32916  -0.77
N -1.66944 -1.05687 -0.13638  -0.32
O -2.89884 -0.38916 -0.00599  -0.56
S 0.93210 -1.14508 -0.30660  0.22

Summary:
HOMO (eV): -9.28
LUMO (eV): 0.63
SMILES string: [H]/N=C(/NO)SC
Frontier orbital gap (eV): 9.9

Which one sits at the bottom of the stability order? run Q does.

Run P
The following is a DFT calculation (wB97M-V/def2-TZVPD) of a single C20H31N5O4 molecule.

Last column: natural (NBO) charge in e.
Cartesian coordinates (Å):
C 0.88862 -1.15743 4.29654  -0.61
C -0.10149 -0.15626 3.70855  -0.24
C 0.25762 1.27930 4.07824  -0.60
C -1.53586 -0.51033 4.14514  -0.22
N -2.50639 -0.57109 3.06602  -0.27
N -2.83048 0.62633 2.40353  -0.42
C -3.25228 0.25880 1.13267  0.24
C -3.89313 1.29018 0.25858  -0.54
C -4.22732 0.70249 -1.10329  0.69
O -5.33231 0.26515 -1.37021  -0.61
N -3.20594 0.66160 -1.97616  -0.43
C -1.79330 1.04808 -1.94030  -0.21
C -1.64278 0.40287 -3.34786  -0.24
C -0.69683 -0.78172 -3.45084  -0.21
N 0.68926 -0.40052 -3.69723  -0.43
C 1.06910 -0.29999 -5.09488  -0.41
C 1.50784 -0.18186 -2.63796  0.70
O 1.06288 -0.22179 -1.49446  -0.67
C 2.96721 0.10326 -2.94937  -0.60
C 3.99581 0.17285 -1.82037  0.68
O 5.17798 0.13809 -2.11606  -0.63
N 3.53459 0.33533 -0.56834  -0.62
C 4.42808 0.40179 0.54674  -0.06
C 3.82988 0.34805 1.91180  -0.43
C 4.65057 -0.81087 1.40161  -0.42
C -3.14465 0.02556 -3.28181  -0.19
C -3.00338 -1.04463 0.90344  -0.39
C -2.43451 -1.60333 2.12636  0.61
O -1.95140 -2.69483 2.36091  -0.63
H 0.84362 -1.14641 5.38945  0.20
H 0.65781 -2.16746 3.95680  0.23
H 1.91384 -0.91926 4.00879  0.21
H -0.06872 -0.25073 2.61754  0.20
H 0.23802 1.41140 5.16359  0.20
H 1.26016 1.53860 3.73309  0.21
H -0.44575 1.98795 3.63718  0.21
H -1.56015 -1.50362 4.59148  0.24
H -1.90377 0.19456 4.89495  0.20
H -3.49215 1.18395 2.93277  0.38
H -4.83464 1.61851 0.70149  0.25
H -3.23281 2.15650 0.17084  0.23
H -1.63587 2.12776 -1.90588  0.19
H -1.20953 0.56214 -1.15897  0.23
H -1.42204 1.12879 -4.13042  0.21
H -0.73950 -1.37308 -2.53499  0.23
H -1.00611 -1.42236 -4.28030  0.20
H 2.05524 0.13340 -5.21083  0.22
H 1.06250 -1.28441 -5.56938  0.20
H 0.36078 0.33931 -5.62599  0.20
H 3.35341 -0.64408 -3.64244  0.25
H 3.03856 1.06078 -3.47279  0.25
H 2.53560 0.23055 -0.43437  0.44
H 5.27501 1.05070 0.37617  0.22
H 4.24444 0.98546 2.67965  0.22
H 2.75859 0.20323 1.97187  0.21
H 4.11641 -1.70920 1.12433  0.22
H 5.63745 -0.96785 1.81265  0.22
H -3.35556 -1.04669 -3.25042  0.20
H -3.78710 0.49168 -4.02958  0.21
H -3.16513 -1.59518 -0.00724  0.24

Summary:
HOMO (eV): -8.63
LUMO (eV): 0.36
SMILES string: CC(C)Cn1[nH]c(CC(=O)N2CC(CN(C)C(=O)CC(=O)NC3CC3)C2)cc1=O
Frontier orbital gap (eV): 9.0

Run Q
The following is a DFT calculation (wB97M-V/def2-TZVPD) of a single C20H31N5O4 molecule.

Last column: natural (NBO) charge in e.
Cartesian coordinates (Å):
C 6.75280 -0.66102 2.86333  -0.62
C 5.35004 -0.63000 2.26678  -0.23
C 5.33319 -0.00943 0.87516  -0.60
C 4.35421 0.12353 3.17551  -0.22
N 4.75296 0.25693 4.54929  -0.27
N 4.69664 -0.83187 5.42721  -0.41
C 5.26046 -0.36702 6.61755  0.23
C 5.25444 -1.26607 7.81642  -0.54
C 5.96963 -0.56534 8.96160  0.69
O 5.40547 0.18567 9.73407  -0.61
N 7.29994 -0.77820 8.99419  -0.43
C 8.21670 -1.69140 8.30940  -0.22
C 9.37166 -1.06611 9.14293  -0.22
C 10.44358 -0.34916 8.34541  -0.22
N 11.42607 -1.25319 7.75526  -0.43
C 12.52415 -1.62861 8.62766  -0.41
C 11.24478 -1.69479 6.48038  0.70
O 10.24659 -1.38067 5.84300  -0.66
C 12.35226 -2.55810 5.89997  -0.60
C 12.30452 -2.94968 4.42248  0.69
O 13.34960 -3.20028 3.85000  -0.63
N 11.08432 -3.09791 3.86724  -0.62
C 10.95207 -3.48585 2.49471  -0.06
C 9.57836 -3.53653 1.91501  -0.43
C 10.54352 -2.46936 1.46750  -0.43
C 8.31972 -0.14292 9.81352  -0.20
C 5.77870 0.85828 6.45735  -0.37
C 5.47384 1.30072 5.09035  0.62
O 5.76706 2.31773 4.48551  -0.64
H 7.12809 0.35003 3.04044  0.22
H 6.77255 -1.19853 3.81222  0.21
H 7.43499 -1.15521 2.17020  0.21
H 5.01033 -1.66802 2.17702  0.19
H 5.69632 1.02028 0.91370  0.21
H 5.97140 -0.57000 0.19064  0.21
H 4.32418 0.00551 0.45730  0.21
H 4.28005 1.15860 2.83407  0.24
H 3.35191 -0.30915 3.11710  0.20
H 3.74802 -1.18204 5.53304  0.38
H 4.23384 -1.49183 8.13042  0.25
H 5.74192 -2.20678 7.55107  0.23
H 8.01363 -2.74537 8.50834  0.19
H 8.31006 -1.51870 7.23694  0.23
H 9.81429 -1.76468 9.85286  0.21
H 9.98442 0.23632 7.54860  0.24
H 10.99024 0.33763 8.99771  0.20
H 13.19947 -2.31919 8.13883  0.22
H 13.09028 -0.74286 8.92440  0.20
H 12.14631 -2.11064 9.53205  0.20
H 13.32285 -2.08300 6.03654  0.25
H 12.38648 -3.49620 6.46157  0.25
H 10.31365 -2.64912 4.34417  0.43
H 11.66771 -4.23992 2.20440  0.23
H 9.34532 -4.34087 1.23159  0.22
H 8.75676 -3.24036 2.55416  0.21
H 10.37498 -1.46133 1.82290  0.22
H 10.97268 -2.53921 0.47804  0.22
H 8.43886 0.92028 9.58742  0.20
H 8.18411 -0.26949 10.88741  0.21
H 6.31964 1.44320 7.18075  0.24

Summary:
HOMO (eV): -8.55
LUMO (eV): 0.36
SMILES string: CC(C)Cn1[nH]c(CC(=O)N2CC(CN(C)C(=O)CC(=O)NC3CC3)C2)cc1=O
Frontier orbital gap (eV): 8.9

Which one sits at the bottom of the stability order? run Q does.

Run P
The following is a DFT calculation (wB97M-V/def2-TZVPD) of 5 unconnected molecules or ions with the total composition H9O4S.

Last column: natural (NBO) charge in e.
Cartesian coordinates (Å):
S -0.68975 0.18611 0.77140  -1.03
H -0.70870 -0.06765 2.04927  0.12
H 0.41447 0.27778 -1.19030  0.49
H 0.80436 -0.79427 -2.14360  0.47
O 0.85048 0.16523 -2.06138  -0.98
H -3.53316 -0.54881 0.59288  0.48
H -3.09046 0.25899 -0.53022  0.49
O -3.89795 -0.16916 -0.21701  -0.97
H 2.23623 1.52088 -0.82284  0.48
H 1.65147 1.40262 0.53693  0.49
O 2.49238 1.63232 0.10320  -0.98
H 2.40118 -1.20764 0.74270  0.46
H 0.94018 -1.33546 0.53197  0.49
O 1.74180 -1.90821 0.65010  -1.00

Summary:
HOMO (eV): -4.38
LUMO (eV): 3.90
Net charge: -1
Frontier orbital gap (eV): 8.3

Run Q
The following is a DFT calculation (wB97M-V/def2-TZVPD) of 5 unconnected molecules or ions with the total composition H9O4S.

Last column: natural (NBO) charge in e.
Cartesian coordinates (Å):
S -0.31158 0.76754 -0.25605  -1.09
H -0.64344 1.97219 0.23670  0.10
H -0.84091 -2.86944 -6.01097  0.47
H 0.46269 -2.41814 -6.63878  0.47
O -0.33453 -2.92539 -6.83129  -0.94
H 1.97020 3.23045 2.53675  0.48
H 0.84508 3.12239 3.56301  0.48
O 1.47978 3.74574 3.19267  -0.95
H -1.13245 0.58095 2.75560  0.50
H 0.09838 0.60201 3.57637  0.46
O -0.85936 0.60590 3.68869  -0.97
H 0.26893 -1.56090 0.03157  0.50
H -0.97864 -2.36537 0.04200  0.47
O -0.02415 -2.48793 0.11373  -0.97

Summary:
HOMO (eV): -3.51
LUMO (eV): 2.98
Net charge: -1
Frontier orbital gap (eV): 6.5

Which one sits at the bottom of the stability order? run Q does.